[1]
A single C5H6O2S molecule in a non-equilibrium geometry. Source: OMol25; level of theory: ωB97M-V with the def2-TZVPD basis set.

Properties
2S+1: 3
Energy, Eh: -742.60535
Highest occupied orbital energy (spin up / spin down), eV: -4.8 / -8.8
Energy above the lowest of the compared OMol25 structures with the same formula, charge and spin, kJ/mol: 0.0
LUMO (spin up / spin down), eV: 0.64 / -1.42
Frontier orbital gap (spin up / spin down), eV: 5.4 / 7.4

Last column: Löwdin spin population.
CARTESIAN COORDINATES (ANGSTROEM)
C 1.4818 1.4491 -0.6247  0.156
C 0.8014 2.1577 -1.6151  0.545
C 0.8163 0.2576 -0.3214  0.246
C -0.4046 0.1072 -1.0631  0.511
C -1.9230 -1.2075 0.2124  0.023
O 1.1470 -0.6668 0.6432  0.079
O -1.3532 -0.8573 -1.0204  0.144
S -0.6487 1.4161 -2.1626  0.262
H 2.4055 1.7667 -0.0567  0.004
H 1.1173 3.2201 -1.9071  0.024
H -2.3098 -2.2960 0.1813  -0.001
H -2.9525 -0.8578 0.3870  0.005
H -1.3195 -0.8362 1.0016  0.002
H 1.7662 -0.1760 1.2012  0.001

Atoms 1-2, force components in eV/Å:
0.9 -2.8 2.6
1.2 3.4 -1.0

[2]
14 unconnected molecules or ions with the total composition C6H41NO14 in a non-equilibrium geometry. Source: OMol25; level of theory: ωB97M-V with the def2-TZVPD basis set.

Properties
2S+1: 2
Energy, Eh: -1360.81155
Charge: +1
Highest occupied orbital energy (spin up / spin down), eV: -12.3 / -12.3
Energy above the lowest of the compared OMol25 structures with the same formula, charge and spin, kJ/mol: 884.3
LUMO (spin up / spin down), eV: -3.23 / -8.00
Frontier orbital gap (spin up / spin down), eV: 9.1 / 4.3

Last column: Löwdin spin population.
CARTESIAN COORDINATES (ANGSTROEM)
C 0.0820 -0.1920 0.4638  0.063
C 0.0761 -0.9396 1.7401  0.010
O 0.0599 -0.0217 2.8320  0.008
C -1.1796 0.7441 0.4914  0.078
N -2.4276 -0.0212 0.1103  0.632
C -4.0985 -0.5273 -1.5901  0.015
C -3.2916 0.6334 -0.9182  0.042
C -4.1864 1.6222 -0.2397  0.044
H 0.0834 -0.7266 -0.4824  -0.001
H 1.1058 0.3097 0.3769  0.002
H 1.0937 -1.4905 1.7639  0.006
H -0.7297 -1.6527 1.7093  0.001
H -0.6826 0.5837 2.8884  0.000
H -1.1344 1.2918 1.4482  0.021
H -1.0701 1.4240 -0.3285  0.005
H -2.9285 -0.2494 0.9111  0.018
H -4.8238 -0.8782 -0.7971  0.000
H -4.5998 -0.2627 -2.6298  0.001
H -3.7276 -1.5090 -1.7925  0.000
H -2.6735 1.0300 -1.6835  0.000
H -5.1806 1.5420 -0.6677  0.006
H -3.8475 2.6879 -0.3761  0.004
H -4.3019 1.3762 0.8750  0.003
H -0.1507 4.4700 -1.0054  0.000
H 0.7416 3.1814 -1.1904  0.000
O -0.0910 3.5185 -0.7561  0.002
H 2.2008 1.2102 -0.8389  0.000
H 1.2674 0.9867 -2.2691  0.000
O 1.8125 1.6043 -1.7058  0.000
H -3.2101 -0.7593 3.0467  0.000
H -1.9927 -0.8093 4.0908  0.000
O -2.2766 -0.6933 3.1641  0.000
H 2.1383 -1.7040 -2.9823  0.000
H 1.9241 -0.8694 -4.2861  0.000
O 1.9976 -0.7728 -3.2871  0.000
H -2.0444 -2.9454 2.8532  0.000
H -0.9306 -3.2616 3.6600  0.000
O -1.9517 -3.1721 3.7726  0.000
H 0.2297 -3.2037 -2.0685  0.000
H 0.8470 -2.0721 -1.4117  0.000
O 1.0519 -2.7289 -2.0870  0.000
H -3.1904 -2.5216 0.2083  0.001
H -2.8051 -3.7820 -0.3349  0.000
O -2.5667 -3.2712 0.4137  0.010
H 1.5868 3.1640 2.7963  0.000
H 2.6757 3.4311 1.7057  0.000
O 2.4127 2.8365 2.5714  0.000
H -1.8611 -0.8935 -2.7359  0.000
H -1.9514 -1.6209 -1.3600  0.003
O -1.5131 -1.5518 -2.1358  0.021
H 4.7445 -1.6247 0.1376  0.000
H 3.2640 -1.0234 0.2783  0.000
O 3.8184 -1.7125 -0.0178  0.000
H 3.4396 1.0331 -2.8683  0.000
H 3.8219 0.3048 -1.5072  0.000
O 4.1507 0.9674 -2.2424  0.000
H 2.8532 1.4657 1.5340  0.000
H 1.8619 0.3124 1.9629  0.000
O 2.5679 0.5449 1.2369  0.005
H 3.8703 2.4332 -1.7461  0.000
H 2.6598 3.4438 -1.5379  0.000
O 3.5288 3.2378 -1.2339  0.000

Atoms 1-2, force components in eV/Å:
0.6 1.2 -1.3
1.7 -0.9 0.1

[3]
A molecular structure, C32H58AlBCl3N8O12 in a non-equilibrium geometry. Source: OMol25; level of theory: ωB97M-V with the def2-TZVPD basis set.

Properties
2S+1: 1
Energy, Eh: -4241.63891
Charge: -1
Highest occupied orbital energy, eV: -6.0
LUMO, eV: -3.39
Frontier orbital gap, eV: 2.6

Last column: Löwdin charge in e.
CARTESIAN COORDINATES (ANGSTROEM)
Al 0.0552 -0.5581 -0.7501  1.129
Cl 2.2547 -0.3698 -4.2506  0.563
O 3.5158 0.1082 -3.8902  -0.299
O 2.1782 -0.5669 -5.6181  -0.285
O 1.9551 -1.5767 -3.5433  -0.300
O 1.1546 0.4433 -3.8268  -0.314
Cl -1.7317 3.8010 -0.8375  0.641
O -0.9477 2.6284 -1.2616  -0.444
O -2.0017 3.8233 0.5714  -0.377
O -0.9490 4.9548 -1.2267  -0.363
O -2.9437 3.5901 -1.6295  -0.382
Cl 2.2474 -4.6256 -0.7105  0.554
O 1.2095 -3.8034 -0.9871  -0.359
O 3.3547 -4.4262 -1.6149  -0.362
O 2.6684 -4.2751 0.6494  -0.390
O 1.8938 -5.9830 -0.7881  -0.336
B -1.7335 -1.5722 -3.0578  -0.389
H -2.3138 -2.2816 -3.6272  0.000
H -1.4848 -0.7481 -3.7083  -0.025
H -2.2729 -1.1150 -2.2428  -0.051
H -0.8635 -2.0757 -2.6655  -0.045
C 2.5078 4.6653 -3.1669  -0.133
C 3.8979 4.5638 -2.6638  -0.253
C 3.9868 3.8447 -1.2963  -0.148
C 2.9888 2.7800 -1.1106  -0.224
N 2.1728 1.9949 -0.9441  0.185
H 2.2306 3.7053 -3.6025  0.067
H 2.5004 5.3677 -4.0004  0.079
H 1.7548 4.9448 -2.4302  0.087
H 4.1954 5.6122 -2.6436  0.101
H 4.4863 4.0595 -3.4304  0.112
H 3.5997 4.3993 -0.4415  0.121
H 4.9461 3.3620 -1.1100  0.112
C 6.3975 -0.8465 1.8990  -0.105
C 6.3329 -2.1185 0.9825  -0.222
C 5.3297 -1.9947 -0.2476  -0.142
C 4.0975 -1.2454 0.1221  -0.179
N 3.0825 -0.7290 0.3379  0.170
H 6.3564 0.1044 1.3678  0.068
H 7.2103 -0.8130 2.6244  0.058
H 5.5282 -0.8938 2.5549  0.050
H 5.9838 -3.0068 1.5089  0.097
H 7.3124 -2.4413 0.6299  0.093
H 5.3317 -2.9740 -0.7262  0.108
H 5.8513 -1.3336 -0.9397  0.110
C -0.3854 3.6526 -4.9123  -0.107
C 0.5517 3.3746 -6.1166  -0.248
C -0.1241 2.6712 -7.2954  -0.185
C -0.8243 1.3895 -6.8972  -0.192
N -1.3936 0.3716 -6.6556  0.140
H -0.2153 4.5731 -4.3539  0.059
H -0.5271 2.7834 -4.2700  0.073
H -1.4109 3.9936 -5.0536  0.070
H 1.3860 2.8312 -5.6730  0.094
H 0.9206 4.2968 -6.5656  0.100
H 0.7702 2.3648 -7.8381  0.107
H -0.8409 3.2458 -7.8821  0.112
C 0.9343 -2.1202 6.3363  -0.090
C 1.5351 -0.9119 5.5550  -0.225
C 2.1296 -1.1560 4.0796  -0.129
C 1.1078 -1.5342 2.9823  -0.204
N 0.3756 -1.7859 2.1538  0.161
H 0.7684 -1.8405 7.3766  0.070
H 1.6114 -2.9423 6.1042  0.076
H -0.0297 -2.3457 5.8803  0.048
H 2.4892 -0.7221 6.0467  0.091
H 0.9143 -0.0162 5.5700  0.078
H 2.9510 -1.8695 4.0131  0.105
H 2.5312 -0.2352 3.6565  0.094
C 0.6875 3.2990 5.0471  -0.144
C -0.5491 3.5393 4.2885  -0.257
C -1.0491 2.2371 3.6398  -0.148
C -0.1445 1.7644 2.5261  -0.205
N 0.4722 1.3777 1.6375  0.173
H 1.2132 4.2194 5.3012  0.080
H 1.4758 2.7596 4.5219  0.071
H 0.6105 2.5763 5.8595  0.069
H -0.2810 4.1536 3.4289  0.117
H -1.2287 4.1077 4.9235  0.114
H -2.0146 2.2956 3.1373  0.094
H -1.0194 1.4285 4.3702  0.102
C -5.4212 2.5899 2.8107  -0.081
C -5.1858 2.4380 1.2934  -0.254
C -4.9904 1.0477 0.7697  -0.179
C -3.6144 0.5089 0.9131  -0.143
N -2.4991 0.1476 0.9912  0.181
H -4.5402 2.9864 3.3153  0.058
H -5.5716 1.6212 3.2872  0.061
H -6.2961 3.1696 3.1053  0.067
H -4.5310 3.1717 0.8233  0.096
H -6.0701 2.7596 0.7433  0.106
H -5.0885 1.0569 -0.3158  0.129
H -5.7415 0.3970 1.2173  0.115
C -2.9783 -1.9883 3.9387  -0.083
C -3.5338 -3.3527 3.4438  -0.255
C -4.0241 -3.2887 2.0468  -0.208
C -2.9589 -3.2487 1.0111  -0.208
N -2.1517 -3.0785 0.2820  0.210
H -2.4747 -1.5978 3.0544  0.031
H -2.3083 -2.0884 4.7927  0.051
H -3.6605 -1.2092 4.2787  0.066
H -4.3605 -3.6819 4.0733  0.102
H -2.8866 -4.2293 3.4728  0.117
H -4.7748 -2.5199 1.8638  0.113
H -4.6388 -4.1718 1.8722  0.112
N -2.4933 -4.4558 -2.5196  0.033
C -1.5259 -5.3835 -2.5904  -0.070
C -2.0583 -6.6663 -2.6359  -0.039
C -3.4288 -6.4328 -2.8658  -0.101
C -3.7446 -5.0637 -2.6603  -0.029
H -2.3205 -3.4622 -2.5741  0.035
H -0.5325 -4.9605 -2.5665  0.124
H -1.4562 -7.5569 -2.5317  0.105
H -4.2247 -7.1625 -2.8848  0.083
H -4.6389 -4.5012 -2.4363  0.112

Atoms 1-2, force components in eV/Å:
-0.2 0.0 -0.4
-1.5 -1.8 1.4

[4]
2 unconnected molecules or ions with the total composition CH7N4 in a non-equilibrium geometry. Source: OMol25; level of theory: ωB97M-V with the def2-TZVPD basis set.

Properties
2S+1: 3
Energy, Eh: -260.81855
Charge: +1
Highest occupied orbital energy (spin up / spin down), eV: -9.2 / -14.7
Energy above the lowest of the compared OMol25 structures with the same formula, charge and spin, kJ/mol: 322.2
LUMO (spin up / spin down), eV: -3.32 / -7.16
Frontier orbital gap (spin up / spin down), eV: 5.9 / 7.5

Last column: Löwdin spin population.
CARTESIAN COORDINATES (ANGSTROEM)
C 0.7706 1.2714 -2.3663  0.371
N 1.7436 1.7926 -2.8141  0.606
N -0.6513 -0.0968 -0.9577  0.246
N -0.2416 1.0930 -1.6778  0.631
N 0.5094 -0.5093 1.4335  0.034
H -0.0249 -0.2666 0.3483  0.017
H 1.8998 2.1575 -3.7404  0.036
H -0.4780 -0.9223 -1.4288  0.032
H -1.6931 -0.1030 -0.7667  0.013
H 1.0650 -1.1846 1.0654  0.006
H 1.0005 0.3747 1.4740  0.005
H 0.1562 -0.8559 2.4091  0.003

Atoms 1-2, force components in eV/Å:
-0.9 -3.6 2.7
3.0 1.0 -3.1